Entry 1:
Density functional theory data (ωB97M-V/def2-TZVPD) for a 11-piece molecular cluster, C29H82F3N14O13S overall.

```
142
Properties=species:S:1:pos:R:3:lowdin_charge:R:1
C -0.289 -0.654 0.450 -0.6622
F -0.201 -0.494 1.769 0.1325
F -0.821 0.467 -0.020 0.1265
F 0.884 -0.855 -0.099 0.1484
S -1.397 -2.104 -0.049 0.5681
O -1.130 -3.169 0.914 -0.3052
O -2.775 -1.580 -0.076 -0.3487
O -0.983 -2.364 -1.438 -0.3609
C -0.009 -5.071 -3.512 -0.6835
O 0.609 -5.826 -4.259 0.0009
N 0.517 -4.428 -2.424 0.1526
N -1.322 -4.751 -3.714 0.1621
H 1.420 -4.823 -2.208 0.1077
H -0.001 -3.788 -1.825 0.0369
H -1.700 -4.174 -2.983 0.0575
H -1.831 -4.814 -4.573 0.1036
C 0.218 -5.618 3.220 -0.6857
O 0.664 -6.401 4.058 -0.0053
N -0.001 -5.965 1.923 0.1602
N 0.035 -4.291 3.465 0.1567
H -0.254 -5.221 1.296 0.0617
H 0.038 -6.931 1.665 0.1031
H -0.426 -3.748 2.750 0.0411
H 0.141 -3.873 4.368 0.0953
C -4.808 -4.079 -1.703 -0.6708
O -5.567 -4.925 -2.162 0.0135
N -4.653 -2.807 -2.199 0.1566
N -3.957 -4.288 -0.665 0.1652
H -5.150 -2.528 -3.025 0.0985
H -3.874 -2.241 -1.913 0.0436
H -3.290 -3.574 -0.431 0.0252
H -4.092 -5.158 -0.179 0.1143
C 4.122 -0.540 -2.667 -0.6774
O 5.320 -0.282 -2.699 -0.0045
N 3.255 -0.238 -3.691 0.1337
N 3.461 -1.102 -1.606 0.1804
H 2.273 -0.559 -3.640 0.0353
H 3.760 0.110 -4.487 0.0952
H 3.955 -1.413 -0.786 0.0591
H 2.477 -1.210 -1.764 0.0564
C -3.365 2.333 1.633 -0.0432
C -3.968 2.660 0.243 -0.4399
C -4.572 1.400 -0.305 -0.2014
O -4.988 1.655 -1.644 -0.1998
C -5.391 0.504 -2.378 -0.0880
N -4.916 3.767 0.390 0.0479
H -2.824 3.203 2.011 0.0690
H -2.549 1.641 1.395 0.0570
H -4.028 1.897 2.378 0.0836
H -3.117 3.015 -0.346 0.1055
H -5.323 1.028 0.400 0.1416
H -3.746 0.692 -0.429 0.1032
H -6.357 0.154 -2.013 0.0920
H -4.662 -0.306 -2.345 0.0529
H -5.480 0.713 -3.444 0.0885
H -5.485 3.552 1.206 0.0674
H -5.564 3.679 -0.392 0.0642
C -1.611 -1.177 -4.732 -0.0429
C -0.426 -0.362 -4.193 -0.3902
C -0.921 0.695 -3.208 -0.1905
O -1.643 1.696 -3.919 -0.1835
C -2.125 2.736 -3.061 -0.0776
N 0.581 -1.194 -3.541 0.0291
H -1.884 -1.896 -3.962 0.0521
H -1.427 -1.607 -5.717 0.0778
H -2.455 -0.500 -4.896 0.0739
H 0.076 0.102 -5.046 0.1423
H -0.040 1.138 -2.735 0.0992
H -1.602 0.302 -2.448 0.1163
H -2.785 3.308 -3.715 0.0940
H -1.303 3.436 -2.892 0.0765
H -2.692 2.431 -2.183 0.0595
H 0.790 -1.959 -4.183 0.0998
H 0.144 -1.703 -2.762 0.0340
C 8.254 -0.483 1.236 -0.0611
C 7.040 -1.328 1.613 -0.4192
C 5.844 -1.097 0.687 -0.1896
O 4.707 -1.878 1.085 -0.2201
C 3.873 -1.265 2.033 -0.1126
N 7.455 -2.752 1.561 0.0297
H 9.027 -0.487 2.000 0.0725
H 7.856 0.530 1.110 0.0648
H 8.713 -0.819 0.307 0.0808
H 6.757 -1.172 2.656 0.1311
H 6.029 -1.423 -0.335 0.1238
H 5.556 -0.047 0.817 0.1123
H 3.330 -0.429 1.585 0.0788
H 4.434 -0.864 2.889 0.0838
H 3.232 -1.983 2.545 0.0914
H 6.970 -3.288 2.272 0.0624
H 7.161 -3.187 0.693 0.0687
C -5.109 -2.799 4.348 -0.0631
C -4.486 -1.789 3.363 -0.4190
C -3.020 -1.554 3.696 -0.1975
O -2.996 -0.712 4.846 -0.1918
C -1.749 -0.428 5.402 -0.1193
N -4.663 -2.296 1.995 0.0564
H -6.188 -2.829 4.196 0.0717
H -4.851 -2.587 5.385 0.0724
H -4.757 -3.819 4.166 0.0736
H -4.964 -0.837 3.598 0.1329
H -2.527 -0.962 2.921 0.1076
H -2.515 -2.512 3.822 0.1210
H -1.232 -1.329 5.744 0.0850
H -1.850 0.294 6.212 0.0858
H -1.091 0.112 4.705 0.0728
H -4.312 -3.222 1.788 0.0528
H -4.117 -1.714 1.350 0.0268
C -0.867 5.991 -0.436 -0.0669
C -0.662 5.648 1.028 -0.4444
C -0.275 4.221 1.241 -0.2217
O -0.226 3.942 2.631 -0.1711
C 0.329 2.670 2.876 -0.1034
N 0.304 6.609 1.551 0.0515
H -0.024 5.810 -1.107 0.0773
H -1.111 7.054 -0.503 0.0736
H -1.701 5.456 -0.899 0.0689
H -1.686 5.695 1.430 0.1385
H 0.700 3.973 0.803 0.1094
H -0.937 3.564 0.658 0.1157
H 0.358 2.519 3.955 0.0871
H 1.361 2.567 2.521 0.0864
H -0.271 1.877 2.421 0.0600
H 0.572 6.418 2.510 0.0676
H -0.095 7.539 1.547 0.0668
C 6.036 3.065 -0.370 -0.0777
C 4.750 3.711 -0.879 -0.4104
C 3.513 3.340 -0.067 -0.2090
O 2.295 3.607 -0.718 -0.1963
C 1.886 2.650 -1.662 -0.0980
N 5.087 5.152 -0.782 0.0210
H 6.865 3.335 -1.023 0.0793
H 6.017 1.969 -0.393 0.0552
H 6.331 3.335 0.647 0.0770
H 4.636 3.481 -1.939 0.1380
H 3.649 3.685 0.962 0.1295
H 3.583 2.256 0.121 0.1117
H 0.909 2.943 -2.038 0.0702
H 1.747 1.656 -1.212 0.0742
H 2.609 2.415 -2.448 0.0853
H 5.250 5.411 0.183 0.0629
H 4.293 5.670 -1.147 0.0680
```

Summary:
Energy above the lowest of the compared OMol25 structures with the same formula, charge and spin, eV: 0.000
Highest occupied orbital energy, eV: -7.26
Net charge: -1


Entry 2:
Density functional theory data (ωB97M-V/def2-TZVPD) for C45H59Ge2IrN7O2S as an isolated structure.

```
117
Properties=species:S:1:pos:R:3:lowdin_charge:R:1
Ir -0.242 -0.048 0.541 0.8928
C -1.169 3.347 3.172 -0.0160
C -2.540 3.449 2.998 -0.0438
C -3.188 2.548 2.178 -0.0101
C -2.470 1.561 1.502 -0.2514
C -1.069 1.441 1.685 -0.2972
C -0.451 2.337 2.541 -0.0831
C -3.078 0.661 0.546 -0.2046
C -4.452 0.470 0.329 0.0386
C -4.877 -0.415 -0.627 0.0514
C -3.934 -1.076 -1.451 -0.1222
C -4.285 -1.999 -2.451 0.1198
C -3.300 -2.684 -3.174 -0.0059
C -1.980 -2.426 -3.001 0.0717
C -1.501 -1.361 -2.077 -0.1875
C -2.571 -0.809 -1.178 -0.1196
N -2.176 -0.022 -0.193 -0.0058
H -0.650 4.050 3.807 0.1238
H -3.100 4.225 3.500 0.1178
H -4.256 2.613 2.044 0.1124
H 0.606 2.271 2.734 0.0664
H -5.164 0.991 0.947 0.1272
H -5.926 -0.609 -0.780 0.1382
H -5.326 -2.224 -2.617 0.1457
H -3.596 -3.447 -3.878 0.1346
H -1.226 -2.976 -3.544 0.1458
H -1.119 -0.508 -2.676 0.1790
C 3.007 2.734 1.329 -0.1782
C 3.028 1.499 2.204 -0.3758
Ge 2.054 -0.128 1.432 0.7601
C 2.692 -1.404 2.912 -0.3721
C 3.037 -2.831 2.520 -0.1789
C 3.477 -0.553 0.106 -0.3081
C 3.687 -0.119 -1.138 -0.3281
Ge 1.890 0.334 -2.149 1.2356
C 1.538 -0.950 -3.790 -0.3180
C 2.635 -1.782 -4.435 -0.1519
C 2.103 2.292 -2.861 -0.3574
C 3.058 2.516 -4.009 -0.1544
C 4.982 0.016 -1.760 -0.2498
C 5.130 0.044 -3.150 -0.0770
C 6.382 0.082 -3.731 -0.0613
C 7.515 0.135 -2.932 -0.0606
C 7.384 0.161 -1.548 -0.0596
C 6.137 0.114 -0.964 -0.0202
H 3.534 3.545 1.833 0.0764
H 1.991 3.062 1.115 0.0464
H 3.516 2.536 0.387 0.0539
H 2.601 1.704 3.186 0.0522
H 4.059 1.184 2.365 0.0626
H 1.948 -1.400 3.710 0.0360
H 3.586 -0.945 3.335 0.0618
H 2.202 -3.354 2.059 0.0326
H 3.335 -3.393 3.405 0.0794
H 3.876 -2.854 1.827 0.0601
H 4.259 -1.121 0.601 0.0548
H 1.078 -0.285 -4.524 0.0607
H 0.763 -1.628 -3.440 0.0029
H 3.216 -1.206 -5.149 0.0705
H 2.182 -2.606 -4.987 0.0812
H 3.314 -2.209 -3.700 0.0743
H 2.356 2.914 -2.003 0.0518
H 1.078 2.517 -3.165 -0.0238
H 4.097 2.384 -3.714 0.0619
H 2.946 3.547 -4.353 0.0848
H 2.838 1.856 -4.849 0.0672
H 4.246 0.010 -3.765 0.0578
H 6.476 0.076 -4.806 0.1109
H 8.494 0.176 -3.383 0.1100
H 8.264 0.212 -0.926 0.1122
H 6.044 0.139 0.112 0.1111
C -2.797 -2.474 1.683 -0.1693
N -3.329 -3.389 2.666 -0.0821
C -3.539 -2.681 3.921 -0.1511
N -2.279 -2.129 4.408 -0.0787
C -1.743 -1.219 3.420 -0.1691
N -1.509 -1.888 2.120 -0.0836
C -0.592 -3.019 2.386 -0.1764
N -1.120 -3.935 3.372 -0.0753
C -2.388 -4.474 2.893 -0.1458
C -1.340 -3.223 4.623 -0.1460
H -3.520 -1.670 1.540 0.1094
H -2.647 -3.009 0.741 0.1144
H -3.940 -3.376 4.662 0.1368
H -4.248 -1.867 3.760 0.1309
H -0.791 -0.813 3.773 0.1304
H -2.446 -0.397 3.274 0.1191
H 0.354 -2.611 2.748 0.0905
H -0.433 -3.576 1.463 0.1052
H -2.795 -5.162 3.638 0.1374
H -2.223 -5.014 1.958 0.1342
H -0.388 -2.820 4.980 0.1349
H -1.744 -3.912 5.367 0.1371
C 1.187 -3.490 -0.730 0.0579
C -0.230 -3.073 -0.970 -0.5205
O -1.201 -3.774 -0.902 0.1458
O -0.308 -1.764 -1.338 -0.1414
H 1.219 -4.396 -0.131 0.1084
H 1.774 -2.700 -0.266 0.0597
H 1.627 -3.718 -1.702 0.1120
C -4.380 5.797 -3.266 0.0040
C -3.224 4.897 -3.502 -0.2532
C -2.733 4.582 -4.747 0.0422
C -1.624 3.715 -4.835 -0.2885
N -1.092 3.167 -3.758 0.0916
C -1.561 3.464 -2.552 -0.7956
S -0.901 2.850 -1.137 0.7191
N -2.618 4.340 -2.430 0.1064
C -1.009 3.384 -6.144 -0.0046
H -4.663 6.307 -4.183 0.0958
H -4.151 6.538 -2.502 0.1001
H -5.238 5.219 -2.918 0.1012
H -3.177 5.001 -5.634 0.1256
H -2.920 4.575 -1.490 0.1462
H -1.352 4.056 -6.924 0.0881
H -1.267 2.364 -6.424 0.0957
H 0.075 3.431 -6.066 0.0887
```

Summary:
Highest occupied orbital energy (spin up / spin down), eV: -11.96 / -11.94
Net charge: +2
Spin multiplicity: 2


Entry 3:
Density functional theory data (ωB97M-V/def2-TZVPD) for an isolated ion of composition C3H11N2S and charge +1.

```
17
Properties=species:S:1:pos:R:3:lowdin_charge:R:1
N 0.017 1.840 -0.036 0.2144
C -0.157 0.295 0.010 -0.3933
C 1.179 -0.311 -0.018 -0.4903
S 1.114 -1.518 -1.436 0.7701
C -1.052 -0.052 1.196 -0.1790
N -2.043 1.034 1.497 0.0309
H -0.847 2.205 0.428 0.1384
H 0.775 2.290 0.424 0.1550
H -0.140 2.196 -0.949 0.1527
H -0.681 -0.016 -0.971 0.1318
H 1.964 0.412 -0.230 0.0751
H 1.558 -0.718 0.960 0.1172
H 0.935 -2.645 -0.735 -0.1262
H -0.557 -0.390 2.113 0.1253
H -1.605 -0.994 0.948 0.1451
H -1.895 1.555 2.273 0.0417
H -2.969 0.678 1.353 0.0912
```

Summary:
Energy above the lowest of the compared OMol25 structures with the same formula, charge and spin, eV: 1.536
SMILES string: NC[C@@H]([NH3+])CS
Highest occupied orbital energy, eV: -13.04
Net charge: +1


The evaluated DFT total energy for the records listed, in turn: -97874.3706; -188836.1792; -17097.4771 eV.
The evaluated max |F| for the records listed, in turn: 2.5; 3.7; 5.0 eV/Å.